Arrangement i

C5H38N2O13 | ωB97M-V with the def2-TZVPD basis set

## Properties
LUMO energy ... 0.19 eV
HOMO ... -8.98 eV
Gap between HOMO and LUMO ... 9.1712 eV

Positions of all 58 atoms, in Å:
C 1.59228 -0.11391 1.14622
N 1.13450 -0.79680 -0.02160
C 0.95967 0.08423 -1.18581
C 0.58815 -0.78894 -2.42452
C 0.22323 0.02929 -3.72056
O -0.74364 -1.40255 -2.12144
C 1.43095 -1.02129 2.43775
N 0.20574 -0.85219 3.17695
H 2.63735 0.10478 1.02622
H 1.08913 0.85960 1.33241
H 0.24363 -1.15816 0.22222
H 0.18651 0.88450 -0.94482
H 1.93442 0.65457 -1.47133
H 1.24302 -1.58172 -2.55182
H 1.08063 -0.05512 -4.47552
H -0.15915 0.99968 -3.40213
H -0.58772 -0.50430 -4.22824
H -0.57795 -2.27523 -1.58164
H 2.24091 -0.95037 3.13478
H 1.53434 -2.06203 2.02957
H -0.60851 -1.28071 2.69043
H -0.10558 0.09788 3.11482
H -1.33989 -3.21722 0.34010
H -0.60973 -4.25238 -0.47582
O -0.71572 -3.24823 -0.38029
H -1.87188 1.76131 1.85466
H -2.78700 0.69579 1.48756
O -2.82618 1.59772 1.89792
H -1.87133 -0.79744 -0.13678
H -1.19851 -0.00217 1.03918
O -1.89418 -0.58707 0.78954
H -0.12787 3.79239 -2.23028
H -0.88327 2.76381 -1.52090
O -0.05603 3.25425 -1.52871
H -1.79621 -2.64111 2.09726
H -1.54974 -3.79937 2.93065
O -1.64390 -3.56801 2.02376
H 2.60490 3.85956 0.36686
H 1.55184 2.98924 -0.15483
O 1.95183 3.14156 0.72888
H 0.18837 3.97385 0.28926
H -1.37916 4.20444 0.25784
O -0.59496 4.51544 0.74388
H -2.42528 -1.24153 -1.97641
H -4.01625 -1.25339 -1.76761
O -3.18352 -0.86032 -1.52383
H -2.56249 0.90150 -0.74046
H -2.95309 2.08639 0.03364
O -2.28632 1.73249 -0.57638
H 0.52501 2.44978 3.16010
H -0.26914 3.22563 2.01321
O -0.01319 2.29492 2.42238
H 2.67037 -2.42379 -0.37113
H 1.66569 -3.46942 0.18589
O 2.58892 -3.35567 -0.03394
H 4.27329 -1.55725 -0.66096
H 3.49420 -0.48449 -1.34378
O 3.79849 -1.35237 -1.42236

Arrangement ii

C5H38N2O13 | ωB97M-V with the def2-TZVPD basis set

## Properties
LUMO energy ... 0.27 eV
HOMO ... -7.86 eV
Gap between HOMO and LUMO ... 8.1296 eV

Positions of all 58 atoms, in Å:
C 1.56495 -0.18005 2.36771
C 1.43266 0.49062 0.99938
C 1.50195 -0.25226 -0.29642
N 1.72085 2.57065 -2.78126
C 2.11510 1.58190 -1.92523
C 1.23176 0.68299 -1.45973
N 0.69199 -1.41579 2.30864
H 1.30177 0.44403 3.21119
H 2.64082 -0.44656 2.36622
H 2.13935 1.34188 0.95455
H 0.60483 1.20883 0.99471
H 2.44462 -0.75948 -0.53059
H 0.65929 -0.95085 -0.33511
H 2.20065 3.43179 -2.95330
H 0.89532 2.51886 -3.34962
H 3.08626 1.79560 -1.47889
H 0.33628 0.59114 -2.05666
H 0.91067 -1.89471 3.18940
H 1.29275 -2.04008 1.76532
H -2.36791 -1.36611 0.08120
H -1.05411 -0.98057 -0.42425
O -1.85881 -1.34640 -0.75174
H 0.84103 -0.71481 -5.17114
H 0.39301 -1.04109 -3.77387
O 0.45079 -0.30422 -4.39201
H -1.05684 -5.42345 0.35887
H -1.02899 -3.96066 -0.16521
O -0.73180 -4.54235 0.55387
H 1.03238 5.02564 0.50105
H -0.32387 4.72318 -0.14412
O 0.11606 4.83846 0.71375
H -2.41840 2.48568 0.62623
H -2.55598 4.05454 0.54860
O -2.66414 3.23683 0.08019
H -0.39594 2.80986 -1.41196
H -1.59129 3.53688 -2.13790
O -0.75565 3.65244 -1.68804
H -0.57470 -0.37848 4.43652
H -1.31474 0.89644 4.18142
O -0.82132 0.44082 4.87932
H 0.97137 2.95959 3.35694
H 0.45704 3.85828 2.31331
O 0.84478 2.97169 2.39626
H 1.68737 -3.34609 -3.57968
H 1.42920 -4.68464 -2.86481
O 0.99111 -3.92307 -3.25910
H -1.92654 -2.96071 -1.93360
H -0.77603 -3.47711 -2.65444
O -1.44131 -3.80634 -2.01849
H -0.99650 0.51653 1.94265
H -0.85317 1.98239 2.04165
O -1.50245 1.28764 2.23658
H -3.35157 -1.27754 2.66570
H -3.21442 -0.02672 1.83988
O -2.89923 -0.93584 1.88859
H 2.10069 -3.62238 0.19049
H 1.01258 -4.62146 -0.23793
O 1.97751 -4.48765 -0.20036

Arrangement iii

C5H38N2O13 | ωB97M-V with the def2-TZVPD basis set

## Properties
LUMO energy ... 0.17 eV
HOMO ... -8.93 eV
Gap between HOMO and LUMO ... 9.1051 eV

Positions of all 58 atoms, in Å:
C -0.21724 -0.28656 0.46341
N 0.00344 -1.68773 0.81515
C -0.96022 -2.52909 0.06523
C -2.44443 -2.47998 0.49425
O -2.41527 -2.06773 1.88760
C 0.00259 0.67261 1.61852
N 0.35575 2.10936 1.15674
C 1.68625 2.56505 1.54646
H 0.62701 -0.02487 -0.19171
H -1.02600 0.00262 -0.21810
H -0.20468 -1.83573 1.80528
H -0.81411 -3.60057 0.37197
H -0.65896 -2.42843 -0.97029
H -3.01215 -1.72098 -0.08184
H -2.97464 -3.44456 0.47149
H -2.80603 -1.17582 1.89209
H -0.87805 0.69686 2.22474
H 0.94429 0.34245 2.07583
H -0.38211 2.63770 1.61583
H 1.69048 3.36909 2.27109
H 2.29441 1.76568 1.95408
H 2.17746 3.02224 0.70093
H -3.61358 1.06519 -0.95738
H -4.45733 -0.03855 -0.30945
O -4.10221 0.83993 -0.14472
H -0.76379 -1.10782 3.34855
H -0.63640 -2.40445 4.08323
O -0.08978 -1.69469 3.71556
H 4.22014 2.66527 -0.73202
H 2.78541 2.47927 -1.47732
O 3.63362 2.92267 -1.45366
H -0.34367 2.74874 -0.70496
H -0.25399 3.76185 -1.88944
O -0.43107 2.83738 -1.69106
H -2.82482 0.13012 -2.87627
H -2.87181 1.74054 -2.73210
O -3.36854 0.92438 -2.82125
H 3.48622 -1.81018 -0.74672
H 2.40135 -0.90413 -1.06179
O 3.33073 -0.83824 -0.82672
H 2.22369 -3.27403 0.49210
H 1.40705 -2.48391 -0.56846
O 2.16868 -3.06093 -0.44547
H 3.77260 0.50095 -3.08738
H 3.09897 1.82539 -2.92190
O 3.02952 1.01241 -3.44342
H -0.69770 -0.67234 -3.02643
H -1.81411 -1.35188 -3.81532
O -1.53612 -1.19322 -2.90481
H 1.58536 0.07279 -2.63462
H 0.39795 1.16637 -2.44921
O 0.68160 0.25514 -2.31541
H -3.46243 1.46876 1.60629
H -3.10751 2.14413 2.90145
O -2.78107 1.46696 2.29725
H 2.05337 -1.21677 3.13036
H 2.87156 -0.37421 2.33119
O 2.91338 -0.75856 3.22174

arrangement ii is the most stable structure; the next one sits 0.386 eV above it.

Arrangement i

C4H14N2O2 | ωB97M-V with the def2-TZVPD basis set

## Properties
LUMO energy ... 0.76 eV
HOMO ... -8.26 eV
Gap between HOMO and LUMO ... 9.0186 eV

Positions of all 22 atoms, in Å:
C -1.23995 -0.42472 0.98751
C -2.04328 0.92831 0.98201
C -1.28659 2.13929 0.46095
O -3.13570 0.67020 0.03330
N 0.12800 -0.32618 0.53666
C 1.24563 -0.57669 1.43760
N 2.32798 0.35902 1.26320
H -1.19313 -0.67991 2.03905
H -1.79482 -1.15534 0.41887
H -2.49590 1.10879 1.94817
H -1.55174 2.20103 -0.60138
H -0.20320 2.12170 0.47169
H -1.68906 3.06644 0.87925
H -3.95512 1.03864 0.38640
H 0.23869 -0.50269 -0.44852
H 0.78354 -0.30694 2.39162
H 1.58795 -1.61190 1.47202
H 3.15048 -0.00960 0.81617
H 2.04860 1.25571 0.90328
H 3.70573 -2.36231 -3.90099
H 3.59406 -2.01772 -5.36236
O 3.08805 -2.42506 -4.64823

Arrangement ii

C4H14N2O2 | ωB97M-V with the def2-TZVPD basis set

## Properties
LUMO energy ... 0.66 eV
HOMO ... -8.36 eV
Gap between HOMO and LUMO ... 9.0275 eV

Positions of all 22 atoms, in Å:
C 0.98569 -0.95012 0.91665
C 0.56251 -0.55242 -0.53701
C -0.96107 -1.09299 -0.96754
N -0.92684 -2.24013 -1.88620
N 1.40117 0.36047 1.62701
C 0.34531 1.15846 2.08858
O -0.33646 1.91721 1.08459
H 0.26588 -1.44463 1.52640
H 2.00287 -1.58788 0.93008
H 0.41210 0.47897 -0.84585
H 1.33603 -0.72148 -1.21183
H -1.29807 -1.49549 0.06684
H -1.70098 -0.27804 -1.32209
H -0.99213 -3.02059 -1.21073
H -0.09401 -2.29784 -2.53660
H 2.07478 0.82213 1.00541
H -0.47410 0.57485 2.47820
H 0.72051 1.73655 2.94940
H -1.07592 1.38683 0.77380
H -0.38409 2.34946 -2.46012
H -1.01155 2.80888 -0.89261
O -0.85163 2.08780 -1.57638

arrangement i is the most stable structure; the next one sits 1.643 eV above it.

Arrangement i

CH6N2O2 | ωB97M-V with the def2-TZVPD basis set

## Properties
LUMO energy ... 0.94 eV
HOMO ... -8.87 eV
Gap between HOMO and LUMO ... 9.8062 eV

Positions of all 11 atoms, in Å:
C -0.40049 0.45940 0.18210
N -0.03400 -0.88565 0.56449
N 1.02367 1.07515 0.30984
O -0.43777 -1.81126 -0.48794
O -0.88596 0.71519 -1.07567
H -0.99563 -2.44487 -0.02071
H -1.13787 -0.14249 -1.45868
H 1.12423 -0.49816 0.36628
H -1.03116 0.89030 0.96726
H 1.28435 1.41230 1.23080
H 1.49063 1.23009 -0.57776

Arrangement ii

CH6N2O2 | ωB97M-V with the def2-TZVPD basis set

## Properties
LUMO energy ... 0.98 eV
HOMO ... -8.84 eV
Gap between HOMO and LUMO ... 9.8193 eV

Positions of all 11 atoms, in Å:
N -0.65269 1.15841 0.86284
C -0.69280 -1.77241 -0.92353
N -0.26509 -1.31384 0.16383
H -1.16476 0.27471 0.94159
H -0.11328 1.29382 1.71617
H -1.76167 -1.93250 -1.02195
H -0.06075 -2.13046 -1.74009
O 0.33953 1.46945 -0.27406
O 1.68962 1.61239 0.25541
H 1.95000 2.43975 -0.17068
H 0.73189 -1.09934 0.19048

arrangement i is the most stable structure; the next one sits 2.665 eV above it.

Arrangement i

C3H14NO4 | ωB97M-V with the def2-TZVPD basis set

## Properties
LUMO energy ... -3.20 eV
HOMO ... -13.63 eV
Net charge ... +1
Gap between HOMO and LUMO ... 10.4314 eV

Positions of all 22 atoms, in Å:
C 1.71822 -0.73150 1.60095
C 1.38901 0.73523 1.45377
C 1.24368 1.11799 -0.01786
O 1.47313 0.32699 -0.89044
N 0.44311 -1.55286 1.61817
H 2.30057 -1.06248 2.45648
H 2.24703 -1.11920 0.75875
H 2.08499 1.38125 1.96419
H 0.42433 0.91870 1.94268
H 0.89893 2.13184 -0.20983
H 0.02555 -1.56831 0.66809
H -0.19293 -1.17052 2.32087
H 0.68437 -2.49848 1.90985
H -0.54690 -1.60377 -1.77107
H 0.02201 -2.84803 -1.15038
O -0.60460 -2.13482 -0.96353
H -1.86625 0.06590 -0.12628
H -3.04880 0.31436 0.88975
O -2.10580 0.40074 0.74547
H -1.70163 3.55830 -4.62568
H -2.88812 2.55541 -4.42786
O -1.99992 2.78327 -4.14608

Arrangement ii

C3H14NO4 | ωB97M-V with the def2-TZVPD basis set

## Properties
LUMO energy ... -2.89 eV
HOMO ... -14.40 eV
Net charge ... +1
Gap between HOMO and LUMO ... 11.5087 eV

Positions of all 22 atoms, in Å:
C 0.58519 0.23889 0.97229
O 1.61412 0.29031 -0.06189
C -0.50112 -0.54693 0.29022
C -1.67069 -0.83657 1.23542
O -1.72365 0.19013 2.18157
N -0.95059 0.22217 -0.95592
H 0.37909 1.27236 1.24011
H 0.98371 -0.28612 1.83572
H 2.48626 0.30716 0.35165
H -0.17557 -1.50892 -0.08988
H -2.61920 -1.05083 0.71862
H -1.50120 -1.83364 1.66672
H -2.52372 0.22747 2.71523
H -0.98165 1.19945 -0.65646
H -0.11272 0.23158 -1.54743
H -1.82073 -0.14622 -1.31454
H 0.87031 2.94803 -1.58114
H 0.37572 2.67081 -3.00868
O 0.16221 2.52387 -2.07694
H 2.12453 -2.98645 -1.38946
H 2.57007 -1.58511 -1.08795
O 1.97275 -2.26640 -0.76385

Arrangement iii

C3H14NO4 | ωB97M-V with the def2-TZVPD basis set

## Properties
LUMO energy ... -3.42 eV
HOMO ... -14.51 eV
Net charge ... +1
Gap between HOMO and LUMO ... 11.0868 eV

Positions of all 22 atoms, in Å:
O 2.04706 1.07130 -0.67275
C 0.96392 1.58467 -0.80083
C -0.11663 1.44197 0.29959
N -0.68248 0.05760 0.33891
C -1.91612 -0.11623 1.12773
H 0.71295 2.15430 -1.71091
H 0.35476 1.66645 1.25515
H -0.94155 2.14632 0.20018
H -0.88075 -0.16748 -0.63625
H 0.02725 -0.65902 0.58997
H -2.72348 0.46570 0.69064
H -1.72034 0.34990 2.09040
H -2.19774 -1.16153 1.14509
H -1.48050 0.13186 -3.62705
H -0.56377 -0.67891 -2.71220
O -1.07029 0.13267 -2.76122
H 2.79430 -0.40637 2.45690
H 2.60934 0.12091 1.03278
O 2.17904 -0.42097 1.72066
H 1.54447 -2.09336 0.05384
H 0.43593 -3.27159 0.05304
O 0.62466 -2.34818 -0.13367

arrangement iii is the most stable structure; the next one sits 0.080 eV above it.